Record 1
Density functional theory data (wB97M-V/def2-TZVPD) for 13 unconnected molecules or ions with the total composition C5H37N2O12.

Positions of all 56 atoms, in Å:
1 C -0.06 -1.02 2.26
2 C -0.53 -0.25 1.00
3 C -1.99 0.19 1.08
4 C -3.03 -0.85 1.23
5 N -2.71 -2.19 0.66
6 C -2.41 -2.54 -0.65
7 N -2.40 -1.62 -1.67
8 H 0.64 -1.80 2.05
9 H 0.51 -0.32 2.94
10 H -0.99 -1.37 2.66
11 H 0.02 0.70 0.73
12 H -0.44 -0.98 0.28
13 H -2.07 0.86 0.08
14 H -2.05 1.02 1.99
15 H -3.17 -1.19 2.35
16 H -4.03 -0.62 0.98
17 H -2.72 -2.99 1.41
18 H -2.02 -3.57 -0.79
19 H -2.49 -0.61 -1.62
20 H -2.11 -1.84 -2.62
21 H 1.36 3.71 2.47
22 H 0.33 3.14 3.59
23 O 0.50 3.20 2.63
24 H 3.07 0.85 0.39
25 H 3.78 0.70 1.90
26 O 3.50 0.15 1.12
27 H 0.33 -0.69 -2.27
28 H -0.44 0.62 -2.28
29 O 0.09 0.05 -1.71
30 H 0.98 -2.56 0.40
31 H 0.99 -3.93 0.18
32 O 0.27 -3.26 -0.14
33 H -3.00 4.27 1.10
34 H -1.37 4.34 1.27
35 O -2.19 4.52 0.72
36 H 3.74 -1.49 -3.72
37 H 3.55 -2.78 -3.20
38 O 3.11 -2.14 -3.65
39 H 1.56 1.11 -1.30
40 H 1.18 2.33 -0.45
41 O 1.95 1.81 -0.76
42 H -0.90 3.04 -0.88
43 H -2.37 3.63 -0.92
44 O -1.80 2.89 -1.35
45 H 4.32 -2.83 2.17
46 H 3.45 -1.73 1.59
47 O 3.44 -2.60 2.09
48 H -2.72 1.01 -3.80
49 H -2.27 1.49 -2.31
50 O -2.26 0.75 -2.96
51 H 1.33 -2.43 -3.24
52 H 0.72 -2.86 -1.92
53 O 0.58 -2.47 -2.73
54 H 2.59 2.51 0.96
55 H 3.62 3.69 1.12
56 O 3.05 2.98 1.53

Computed properties:
Multiplicity: 1
HOMO energy in eV: -13.340
LUMO level in Ha: -0.089
HOMO-LUMO gap in eV: 10.93
Total charge: +1

=====

Record 2
Density functional theory data (wB97M-V/def2-TZVPD) for 13 unconnected molecules or ions with the total composition C5H37N2O13.

Positions of all 57 atoms, in Å:
1 C 0.58 0.75 -1.94
2 N -0.52 1.70 -1.81
3 C -0.20 3.03 -1.36
4 C -0.60 3.23 0.11
5 O -1.06 2.22 0.76
6 C 0.91 0.05 -0.65
7 N -0.35 -0.44 0.05
8 C -0.82 -1.68 -0.56
9 H 1.40 1.26 -2.42
10 H 0.21 -0.03 -2.61
11 H -1.04 1.67 -2.68
12 H -0.46 3.83 -2.05
13 H 0.95 3.07 -1.35
14 H -0.31 4.16 0.55
15 H 1.46 0.55 0.18
16 H 1.52 -0.87 -0.81
17 H -1.07 0.27 -0.24
18 H -0.17 -0.38 1.11
19 H -1.35 -2.32 0.16
20 H -1.41 -1.46 -1.45
21 H -0.05 -2.38 -0.90
22 H 2.79 -0.39 -4.62
23 H 1.69 -0.27 -3.53
24 O 1.85 -0.36 -4.47
25 H 5.12 0.51 1.24
26 H 3.73 1.03 1.12
27 O 4.26 0.25 0.87
28 H 2.01 2.26 2.55
29 H 3.49 1.97 3.00
30 O 2.96 2.42 2.34
31 H -4.65 -0.39 0.85
32 H -3.89 0.45 -0.23
33 O -4.13 0.41 0.70
34 H -2.82 1.88 -2.24
35 H -3.58 2.36 -1.08
36 O -3.74 2.04 -1.99
37 H -0.32 1.67 2.77
38 H 0.13 2.85 3.54
39 O 0.49 2.01 3.22
40 H 0.75 -4.63 -1.50
41 H 2.21 -4.54 -1.24
42 O 1.41 -4.95 -0.88
43 H -1.71 -3.41 2.93
44 H -0.48 -3.00 2.12
45 O -1.29 -2.64 2.54
46 H -2.40 0.36 2.12
47 H -1.54 -0.34 3.16
48 O -1.48 0.14 2.32
49 H 1.35 -4.48 1.30
50 H 1.47 -2.99 1.31
51 O 1.05 -3.72 1.83
52 H 3.49 -1.30 0.71
53 H 3.48 -2.87 1.09
54 O 2.95 -2.10 0.90
55 H -3.81 0.10 -2.76
56 H -2.75 -0.20 -3.81
57 O -2.94 -0.30 -2.87

Computed properties:
Multiplicity: 2
Expectation value of S²: 0.75
HOMO energy (alpha / beta) in eV: -3.309 / -7.087
LUMO level (alpha / beta) in Ha: -0.005 / -0.005
HOMO-LUMO gap (alpha / beta) in eV: 3.18 / 6.96

=====

Record 3
Density functional theory data (wB97M-V/def2-TZVPD) for 12 unconnected molecules or ions with the total composition C5H37N3O11.

Positions of all 56 atoms, in Å:
1 C -0.81 -3.41 -1.08
2 C -1.25 -2.65 0.19
3 C -0.35 -3.14 1.43
4 N -0.16 -2.16 2.45
5 N -0.99 -1.21 0.04
6 C -2.18 -0.37 -0.06
7 C -2.96 -0.59 -1.40
8 N -3.71 0.61 -1.76
9 H -1.50 -3.37 -1.92
10 H -0.43 -4.43 -0.94
11 H 0.07 -2.90 -1.45
12 H -2.28 -2.87 0.45
13 H -0.72 -4.07 1.86
14 H 0.63 -3.26 0.94
15 H 0.15 -1.29 2.07
16 H -0.92 -2.04 3.10
17 H -0.28 -1.00 -0.65
18 H -1.88 0.68 0.02
19 H -2.90 -0.39 0.76
20 H -3.55 -1.51 -1.31
21 H -2.35 -0.86 -2.26
22 H -4.00 1.09 -0.90
23 H -3.13 1.23 -2.32
24 O -0.02 1.48 4.32
25 H 0.53 0.81 4.74
26 H 0.48 1.79 3.54
27 O -1.51 1.58 2.04
28 H -1.09 1.03 1.36
29 H -1.56 1.06 2.85
30 O -0.29 2.29 -2.54
31 H -0.03 2.60 -1.66
32 H 0.29 2.82 -3.10
33 O 2.12 0.77 -0.48
34 H 2.93 0.45 -0.90
35 H 1.82 0.00 0.02
36 O 1.56 3.51 -0.78
37 H 2.12 2.75 -0.57
38 H 0.63 3.42 -0.58
39 O 2.63 -1.42 3.26
40 H 2.63 -1.65 4.20
41 H 2.09 -2.19 3.02
42 O -0.98 0.09 -3.46
43 H -0.19 0.69 -3.27
44 H -1.30 0.39 -4.31
45 O 1.95 2.79 2.89
46 H 1.59 2.54 2.02
47 H 1.23 3.37 3.20
48 O 3.43 -1.39 -3.37
49 H 3.98 -2.16 -3.59
50 H 3.88 -0.95 -2.64
51 O -2.96 3.36 0.36
52 H -3.60 4.07 0.34
53 H -2.95 2.86 1.18
54 O 5.06 0.18 -1.77
55 H 5.34 0.69 -2.54
56 H 5.71 0.26 -1.07

Computed properties:
Multiplicity: 1
HOMO energy in eV: -7.865
LUMO level in Ha: -0.001
SMILES: C[C@@H](CN)NCCN.O.O.O.O.O.O.O.O.O.O.O
HOMO-LUMO gap in eV: 7.84

=====

Result set for molecular weight: 317.4; 333.4; 315.4 g/mol, one per record in the order listed.